[1]
{"formula": "C21H25NO6", "method": "wB97M-V/def2-TZVPD", "e_above_lowest_ev": 0.9399, "total_charge": 0, "symbols": ["C", "C", "H", "H", "C", "C", "C", "C", "O", "O", "C", "C", "C", "C", "C", "C", "O", "C", "C", "O", "N", "C", "H", "C", "H", "H", "C", "C", "O", "O", "H", "C", "C", "H", "H", "H", "H", "H", "H", "H", "H", "H", "C", "H", "H", "H", "H", "H", "H", "H", "H", "H", "H"], "xyz": [[-3.50056, -1.21491, -2.37042], [-3.30934, 0.21427, -2.85999], [-4.20561, 0.79724, -2.63775], [-3.17236, 0.20965, -3.94345], [-2.09031, 0.90060, -2.22265], [-2.29345, 1.06500, -0.74437], [-3.06198, 2.10529, -0.33873], [-3.44812, 2.33375, 1.03150], [-4.11588, 3.25337, 1.43628], [-3.02211, 1.39508, 1.93294], [-2.23072, 0.36026, 1.58050], [-1.86679, -0.48337, 2.62665], [-1.04903, -1.56827, 2.39165], [-0.57088, -1.77938, 1.09985], [-0.90551, -0.94361, 0.05052], [-1.79348, 0.14790, 0.25657], [-0.38009, -1.10179, -1.19716], [0.58956, -2.10320, -1.42650], [1.87333, -2.00395, -0.58656], [2.29775, -3.00102, -0.02881], [2.49646, -0.81598, -0.52363], [2.10434, 0.42118, -1.15637], [1.28792, 0.25894, -1.85625], [1.69127, 1.44413, -0.09520], [1.41940, 2.38485, -0.57376], [0.82148, 1.06944, 0.44743], [2.83648, 1.66805, 0.90157], [3.97461, 2.43116, 0.25038], [5.11606, 2.06722, 0.16723], [3.56412, 3.61342, -0.22540], [4.30802, 4.10007, -0.61457], [3.30894, 0.32928, 1.47351], [3.64006, -0.65853, 0.35534], [3.88269, -1.63918, 0.76625], [4.49108, -0.29071, -0.22386], [4.19808, 0.48036, 2.08536], [2.51732, -0.08579, 2.10024], [2.47096, 2.30987, 1.71091], [2.96936, 0.80237, -1.71383], [0.17293, -3.10344, -1.25712], [0.84462, -2.01215, -2.48750], [0.08532, -2.61796, 0.93972], [-0.67062, -2.51064, 3.48820], [-1.35361, -3.36020, 3.49314], [-0.73086, -2.02344, 4.45763], [0.33593, -2.89374, 3.33791], [-2.24224, -0.26044, 3.61215], [-3.45124, 2.81754, -1.04954], [-1.98195, 1.89139, -2.66918], [-1.20134, 0.32025, -2.44282], [-2.60971, -1.80708, -2.56505], [-4.34095, -1.67862, -2.88182], [-3.69934, -1.23456, -1.30111]]}

[2]
{"formula": "C6H8Br3NO", "method": "wB97M-V/def2-TZVPD", "total_charge": 0, "symbols": ["C", "C", "C", "C", "C", "C", "N", "O", "Br", "Br", "Br", "H", "H", "H", "H", "H", "H", "H", "H"], "xyz": [[-3.03409, 0.41788, 0.16342], [-4.32097, 0.35146, -0.08710], [-0.94034, 0.90533, 0.98689], [-0.62781, -0.34223, -0.05428], [0.51746, -1.18683, 0.38456], [-0.27809, 0.30067, -1.38757], [-1.86952, -1.03983, -0.34879], [-2.22322, 1.35193, 0.53374], [-5.48644, 1.70016, 0.50673], [-4.94058, -1.10673, -1.00349], [-2.21050, -2.32893, 0.92499], [-0.80141, 0.79303, 2.15356], [-0.31640, 1.79452, 0.80997], [0.79936, -1.91992, -0.45669], [0.26583, -1.57270, 1.31870], [1.40134, -0.50760, 0.31710], [-1.17765, 0.84211, -1.64790], [-0.07479, -0.32064, -2.28610], [0.54663, 1.08583, -1.17618]]}

[3]
{"formula": "C4H6O2S2", "method": "wB97M-V/def2-TZVPD", "e_above_lowest_ev": 1.4365, "total_charge": 0, "symbols": ["C", "C", "C", "C", "H", "H", "H", "H", "H", "H", "O", "O", "S", "S"], "xyz": [[-0.93739, 1.20205, -2.00624], [-0.22614, 0.78843, 0.23195], [-0.13651, -0.29338, 1.23103], [0.94718, -1.31244, 0.95596], [-1.55276, 0.67420, -2.74487], [0.07928, 1.42559, -2.31739], [-1.38642, 2.17178, -1.65367], [-1.06860, -0.83079, 1.30824], [0.23256, 0.08357, 2.18323], [1.61793, -2.92037, 1.59448], [-0.80975, 0.36951, -0.85145], [0.90341, -2.30752, 1.88179], [0.36653, 2.26937, 0.47676], [1.97067, -1.32000, -0.28982]]}

Gap between HOMO and LUMO across the listed records, respectively: 8.685, 9.185, 9.219 eV.